Density functional theory data (ωB97M-V/def2-TZVPD) for a 2-piece molecular cluster, C4H12N2O2 overall at a distorted geometry.

Atoms and positions in Å:
O (1.9966, 0.9367, 0.7558)
O (1.7742, -0.6948, -2.3563)
N (-0.7771, -0.1145, -0.0263)
N (-0.9105, 0.7801, -2.2396)
C (1.2400, 0.2330, 1.5208)
C (-0.7188, -1.1470, 2.1561)
C (-0.2634, 0.0768, 1.3208)
C (-0.7045, 1.0797, -0.8495)
H (-1.4561, 1.7978, -0.5055)
H (1.6167, 0.0735, -2.9197)
H (-1.8660, 0.5845, -2.4978)
H (-0.3534, 0.0211, -2.5972)
H (1.5108, -0.2838, 2.4604)
H (-1.0055, -1.0576, 3.2018)
H (0.2429, 1.6139, -0.7201)
H (-0.7459, 0.9154, 1.8732)
H (-1.6092, -1.5649, 1.6742)
H (2.4211, -0.3488, -1.7312)
H (-0.3768, -0.9425, -0.4462)
H (-0.0151, -1.9588, 1.9264)

Spin multiplicity: 2
LUMO level (alpha / beta), eV: 3.95 / 3.92
<S²>: 0.753
E, hartree: -419.5363
Total charge: -1
ΔE to the lowest compared entry with this formula, charge and spin, kcal/mol: 44.9

Need the Löwdin charges? In units of e they are: O -0.244; O -0.077; N -0.046; N -0.009; C -0.411; C -0.140; C -0.461; C -0.351; H 0.105; H 0.027; H 0.047; H 0.022; H 0.046; H 0.051; H 0.093; H 0.117; H 0.046; H 0.036; H 0.097; H 0.052

***

Density functional theory data (ωB97M-V/def2-TZVPD) for a 3-piece molecular cluster, C4H12N2O2 overall.

Atoms and positions in Å:
O (1.9145, -1.5866, 1.5301)
O (-0.8243, -2.0800, 1.0337)
N (2.6476, 0.4120, 0.7923)
N (1.5787, -0.9418, -0.7073)
C (-1.2525, -1.0020, 1.3234)
C (-1.3536, 0.5417, -1.5490)
C (2.0220, -0.7546, 0.4602)
C (-1.5704, 1.8607, -0.8226)
H (-0.7826, 2.5689, -1.0869)
H (3.2283, 0.3782, 1.6130)
H (1.0800, -1.8162, -0.8377)
H (-2.1241, -0.1764, -1.2941)
H (2.9871, 0.9513, 0.0150)
H (-0.3793, 0.1231, -1.3040)
H (-2.3218, -0.7521, 1.2472)
H (-2.5292, 2.2984, -1.0984)
H (1.2329, -2.2562, 1.3589)
H (-1.3900, 0.7002, -2.6257)
H (-1.5553, 1.7217, 0.2581)
H (-0.6079, -0.1905, 1.6938)

Spin multiplicity: 1
LUMO level, eV: 0.59
E, hartree: -419.5784
Total charge: 0
ΔE to the lowest compared entry with this formula, charge and spin, kcal/mol: 44.0

Need the Löwdin charges? In units of e they are: O 0.050; O -0.007; N 0.135; N 0.115; C -0.133; C -0.176; C -0.645; C -0.165; H 0.066; H 0.095; H 0.052; H 0.053; H 0.098; H 0.023; H 0.090; H 0.061; H 0.086; H 0.067; H 0.044; H 0.092

***

Density functional theory data (ωB97M-V/def2-TZVPD) for a 2-piece molecular cluster, C4H12N2O2 overall at a distorted geometry.

Atoms and positions in Å:
O (2.9711, -0.5925, 1.5802)
O (0.4670, -1.4234, 0.5201)
N (-0.8441, 0.7297, 1.6027)
N (1.5143, -0.5285, -1.2390)
C (-1.0794, 1.4501, 0.4227)
C (0.4263, -0.8776, -0.6150)
C (-0.9327, -0.6148, -1.2114)
C (-1.7624, 0.5457, -0.7315)
H (2.0833, -1.0165, 1.4369)
H (-0.9969, -0.2805, 1.4921)
H (2.3772, -0.7039, -0.7388)
H (-1.9549, 1.3226, -1.5892)
H (3.2803, -0.9998, 2.3844)
H (0.1136, 0.8733, 1.9566)
H (1.5794, -0.0470, -2.2150)
H (-0.1918, 1.7843, -0.0957)
H (-1.0040, -0.6733, -2.2693)
H (-2.6971, 0.1722, -0.3017)
H (-1.7626, 2.3811, 0.5759)
H (-1.5864, -1.5014, -0.9649)

Spin multiplicity: 1
LUMO level, eV: 0.65
E, hartree: -419.5863
Total charge: 0
ΔE to the lowest compared entry with this formula, charge and spin, kcal/mol: 39.0

Need the Löwdin charges? In units of e they are: O -0.087; O -0.035; N -0.014; N 0.188; C -0.320; C -0.540; C -0.148; C -0.183; H 0.010; H 0.066; H 0.102; H 0.134; H 0.024; H 0.083; H 0.181; H 0.087; H 0.094; H 0.099; H 0.121; H 0.137

***

Density functional theory data (ωB97M-V/def2-TZVPD) for a 2-piece molecular cluster, C4H12N2O2 overall at a distorted geometry.

Atoms and positions in Å:
O (1.1782, 3.1222, -0.7551)
O (-2.3816, -0.5918, -0.6791)
N (0.1515, -2.3357, 0.1932)
N (-0.7212, 1.5262, 0.2952)
C (1.2117, -0.1183, 0.3137)
C (0.4916, -1.2284, 1.0779)
C (1.2432, 1.9698, -1.0600)
C (0.3598, 0.8836, -0.4528)
H (-0.0871, 0.3857, -1.3241)
H (1.8740, 0.3820, 1.0296)
H (-3.3040, -0.8541, -0.7224)
H (-1.1920, 0.8723, 0.9087)
H (-0.4351, -1.9805, -0.5535)
H (1.1775, -1.5467, 1.8607)
H (-0.3768, -3.0586, 0.6754)
H (1.9407, 1.5047, -1.7900)
H (-2.3191, 0.2727, -1.0997)
H (1.9326, -0.6046, -0.3555)
H (-0.4245, -0.8357, 1.5372)
H (-0.3193, 2.2351, 0.9005)

Spin multiplicity: 1
LUMO level, eV: 0.59
E, hartree: -419.5795
Total charge: 0
ΔE to the lowest compared entry with this formula, charge and spin, kcal/mol: 43.3

Need the Löwdin charges? In units of e they are: O 0.078; O -0.054; N -0.007; N 0.045; C -0.171; C -0.290; C -0.233; C -0.385; H 0.130; H 0.119; H 0.048; H 0.050; H 0.040; H 0.107; H 0.068; H 0.130; H 0.036; H 0.119; H 0.092; H 0.079

***

Density functional theory data (ωB97M-V/def2-TZVPD) for a 2-piece molecular cluster, C4H12N2O2 overall at a distorted geometry.

Atoms and positions in Å:
O (1.0672, 0.9231, -0.0637)
O (-1.0834, -0.9806, -1.9146)
N (-0.8775, 0.3548, -1.6154)
N (-1.8213, 0.8297, -0.9440)
C (-0.2018, -1.3817, -2.9549)
C (0.6345, 0.8954, 1.2146)
C (1.6413, 0.2634, 2.1609)
C (-0.8959, -0.0127, 1.5101)
H (1.7525, -0.8000, 1.9504)
H (0.3728, 1.9150, 1.5214)
H (-0.9568, 0.1235, 2.5853)
H (1.3288, 0.3846, 3.1958)
H (-0.4909, -0.9253, -3.9076)
H (0.5495, 0.2084, -0.7121)
H (-0.6477, -1.0443, 1.2727)
H (-1.8904, 0.2517, 1.1712)
H (2.6103, 0.7462, 2.0366)
H (-1.6274, 1.8207, -0.7888)
H (-0.2953, -2.4652, -2.9999)
H (0.8315, -1.1067, -2.7179)

Spin multiplicity: 1
LUMO level, eV: 0.43
E, hartree: -419.4347
Total charge: 0
ΔE to the lowest compared entry with this formula, charge and spin, kcal/mol: 134.1

Need the Löwdin charges? In units of e they are: O -0.114; O -0.163; N -0.106; N 0.113; C -0.081; C -0.464; C -0.082; C -0.036; H 0.077; H 0.118; H 0.041; H 0.072; H 0.086; H 0.124; H 0.053; H 0.021; H 0.076; H 0.091; H 0.090; H 0.085

***

Density functional theory data (ωB97M-V/def2-TZVPD) for a 2-piece molecular cluster, C4H12N2O2 overall at a distorted geometry.

Atoms and positions in Å:
O (1.2572, -2.6678, -0.6395)
O (2.3638, 0.7853, -1.1038)
N (-2.4563, -0.1675, -0.1600)
N (-0.2772, 0.6271, -0.7661)
C (0.5963, -0.1415, 1.4535)
C (0.4786, 1.0003, 0.4184)
C (1.9206, 1.3065, -0.1173)
C (-1.6915, 0.8381, -0.9160)
H (-3.3985, -0.2909, -0.5020)
H (0.6971, -1.1138, 0.9755)
H (-1.9750, 1.8264, -0.5711)
H (0.0062, 1.8828, 0.8776)
H (-1.9863, -1.0586, -0.0943)
H (-0.3686, 0.1196, 1.9432)
H (1.4031, 0.1109, 2.1388)
H (1.0830, -3.4654, -0.1253)
H (0.0045, -0.2883, -1.0903)
H (2.5791, 1.9217, 0.5055)
H (-2.0108, 0.7099, -1.9630)
H (1.7745, -1.9347, -0.2637)

Spin multiplicity: 1
LUMO level, eV: 0.75
E, hartree: -419.5434
Total charge: 0
ΔE to the lowest compared entry with this formula, charge and spin, kcal/mol: 65.9

Need the Löwdin charges? In units of e they are: O -0.069; O 0.056; N -0.007; N -0.042; C -0.042; C -0.353; C -0.214; C -0.295; H 0.053; H 0.047; H 0.105; H 0.144; H 0.054; H 0.090; H 0.075; H 0.048; H 0.100; H 0.114; H 0.109; H 0.026

***

Density functional theory data (ωB97M-V/def2-TZVPD) for a 2-piece molecular cluster, C4H12N2O2 overall at a distorted geometry.

Atoms and positions in Å:
O (-1.0235, 1.2394, 1.2465)
O (2.6992, 1.9312, 1.2000)
N (0.8736, -0.6546, -1.0079)
N (-1.4132, -0.9869, 1.2051)
C (-1.3222, -2.2837, 0.6043)
C (0.0146, 1.6598, -1.1812)
C (-0.4157, 0.1735, -0.7785)
C (-0.9103, 0.1657, 0.6755)
H (3.3233, 1.3301, 1.0992)
H (-1.3015, -0.3341, -1.4143)
H (-2.1053, -3.0050, 0.9526)
H (-1.2851, -2.1372, -0.4802)
H (-0.8846, 2.1779, -1.4741)
H (0.7998, 1.4929, -1.9400)
H (1.8934, 1.4850, 0.9573)
H (1.0413, -0.4399, -1.9946)
H (0.4320, 2.2025, -0.1442)
H (1.6216, -0.1293, -0.6317)
H (-1.5717, -1.0607, 2.2155)
H (-0.4657, -2.8266, 0.8906)

Spin multiplicity: 1
LUMO level, eV: 0.71
E, hartree: -419.5465
Total charge: 0
ΔE to the lowest compared entry with this formula, charge and spin, kcal/mol: 64.0

Need the Löwdin charges? In units of e they are: O 0.034; O 0.023; N 0.027; N 0.017; C -0.107; C -0.051; C -0.305; C -0.482; H -0.048; H 0.173; H 0.099; H 0.069; H 0.060; H 0.067; H -0.003; H 0.061; H 0.129; H 0.024; H 0.153; H 0.059

***

Density functional theory data (ωB97M-V/def2-TZVPD) for a 3-piece molecular cluster, C4H12N2O2 overall at a distorted geometry.

Atoms and positions in Å:
O (0.3922, 1.9107, -1.3006)
O (0.6356, -2.2290, 0.4871)
N (1.6958, -3.2340, 0.0046)
N (1.2713, -0.7604, -1.1031)
C (0.5683, -1.0775, -0.0472)
C (-1.8125, 1.0024, -1.0512)
C (-0.2909, 1.1681, 1.9610)
C (-0.7448, 2.0379, -0.9002)
H (1.1539, 0.1777, -1.4850)
H (0.3795, 2.0005, 1.7739)
H (-0.0614, 0.7812, 2.9506)
H (-2.6464, 1.1987, -0.3829)
H (1.9923, -1.3803, -1.4558)
H (-1.0738, 2.9985, -0.4663)
H (-1.3130, 1.5270, 1.9977)
H (2.2752, -3.3632, 0.8304)
H (-2.1695, 1.0286, -2.0829)
H (1.1496, -4.0829, -0.1161)
H (-1.3969, 0.0128, -0.8514)
H (-0.0046, 0.2833, 1.2377)

Spin multiplicity: 1
LUMO level, eV: 0.91
E, hartree: -419.4585
Total charge: 0
ΔE to the lowest compared entry with this formula, charge and spin, kcal/mol: 119.2

Need the Löwdin charges? In units of e they are: O 0.007; O -0.097; N 0.066; N 0.126; C -0.304; C -0.058; C -0.080; C -0.320; H 0.062; H 0.013; H 0.008; H 0.075; H 0.093; H 0.120; H 0.011; H 0.068; H 0.090; H 0.067; H 0.049; H 0.002

***

Density functional theory data (ωB97M-V/def2-TZVPD) for a 2-piece molecular cluster, C4H12N2O2 overall.

Atoms and positions in Å:
O (3.3016, 1.9416, -0.4692)
O (2.1352, 0.6742, -1.8988)
N (-0.8779, -1.0135, -0.0443)
N (-2.8140, -1.7225, 1.2784)
C (0.2659, -1.6146, 0.6367)
C (-1.9542, -0.6236, 0.8749)
C (2.2769, 1.7095, -1.0477)
C (1.0071, 2.4969, -0.9123)
H (-1.5507, -0.1370, 1.7681)
H (-2.5710, 0.1126, 0.3496)
H (-0.0377, -2.4877, 1.2099)
H (-0.5587, -0.1877, -0.5405)
H (0.9990, -1.9281, -0.1010)
H (0.3547, 2.0004, -0.1877)
H (2.9903, 0.2236, -1.9664)
H (1.2556, 3.4713, -0.5190)
H (0.4856, 2.5897, -1.8561)
H (0.7643, -0.9235, 1.3322)
H (-2.2517, -2.4738, 1.6628)
H (-3.2202, -2.1078, 0.4304)

Spin multiplicity: 1
LUMO level, eV: 0.62
E, hartree: -419.6010
Total charge: 0
ΔE to the lowest compared entry with this formula, charge and spin, kcal/mol: 29.8

Need the Löwdin charges? In units of e they are: O 0.102; O 0.087; N -0.126; N 0.004; C -0.142; C -0.348; C -0.585; C 0.014; H 0.104; H 0.110; H 0.066; H 0.070; H 0.070; H 0.081; H 0.127; H 0.086; H 0.087; H 0.076; H 0.050; H 0.067

***

Density functional theory data (ωB97M-V/def2-TZVPD) for a 2-piece molecular cluster, C4H12N2O2 overall at a distorted geometry.

Atoms and positions in Å:
O (0.7273, -2.2400, -1.4528)
O (-3.2656, -1.0195, 1.2908)
N (0.2440, 0.7516, 0.6543)
N (0.0942, -2.0911, 0.6695)
C (0.8627, -0.0706, -0.4628)
C (0.5863, -1.5228, -0.4447)
C (0.4513, 2.3087, 0.7079)
C (0.4518, 0.4770, -1.8635)
H (-2.4459, -0.7823, 1.6233)
H (1.2097, 2.4723, -0.1535)
H (1.9792, -0.0502, -0.3692)
H (0.6276, 1.5622, -1.7989)
H (-0.5256, 2.7197, 0.3903)
H (0.5551, 0.4456, 1.6277)
H (-3.0030, -1.2425, 0.3602)
H (-0.6011, 0.1206, -2.1617)
H (0.4965, 2.6274, 1.7029)
H (1.2214, 0.1247, -2.6345)
H (0.0523, -3.0527, 0.7497)
H (0.2818, -1.5380, 1.5651)

Spin multiplicity: 1
LUMO level, eV: 0.49
E, hartree: -419.5533
Total charge: 0
ΔE to the lowest compared entry with this formula, charge and spin, kcal/mol: 59.7

Need the Löwdin charges? In units of e they are: O 0.024; O -0.052; N -0.104; N 0.172; C -0.341; C -0.541; C -0.070; C -0.046; H -0.042; H 0.093; H 0.157; H 0.049; H 0.069; H 0.099; H 0.060; H 0.115; H 0.042; H 0.103; H 0.083; H 0.129

***

Density functional theory data (ωB97M-V/def2-TZVPD) for a 2-piece molecular cluster, C4H12N2O2 overall at a distorted geometry.

Atoms and positions in Å:
O (1.5583, 1.0067, 0.5867)
O (-0.2102, 0.2028, -0.7947)
N (-3.0328, 0.0851, -0.1917)
N (-1.9616, 0.6903, 0.3251)
C (-1.6459, 0.2139, 1.6493)
C (1.3882, 0.0839, -0.4915)
C (1.6134, -1.3276, 0.0178)
C (2.0875, 0.4341, -1.6858)
H (2.6372, -1.4391, 0.3794)
H (-3.2579, 0.3965, -1.1267)
H (0.9355, -1.5186, 0.8465)
H (-0.4332, 1.1313, -0.6049)
H (1.4397, -2.0567, -0.7733)
H (-2.3505, 0.6522, 2.3670)
H (-0.6321, 0.5318, 1.8907)
H (-1.7146, -0.8816, 1.7255)
H (-3.1351, -0.9186, -0.0363)
H (2.4118, -0.3295, -2.3750)
H (2.0183, 1.4475, -2.0576)
H (2.2839, 1.5955, 0.3494)

Spin multiplicity: 1
LUMO level (alpha / beta), eV: -0.36 / 0.91
E, hartree: -419.4174
Total charge: 0
ΔE to the lowest compared entry with this formula, charge and spin, kcal/mol: 145.0

Need the Löwdin charges? In units of e they are: O -0.012; O -0.097; N 0.001; N -0.188; C -0.136; C -0.603; C -0.020; C 0.117; H 0.091; H 0.090; H 0.078; H 0.058; H 0.087; H 0.077; H 0.062; H 0.073; H 0.091; H 0.067; H 0.069; H 0.095

***

Density functional theory data (ωB97M-V/def2-TZVPD) for a single C4H12N2OSi molecule at a distorted geometry.

Atoms and positions in Å:
Si (0.2944, 0.4696, 0.0739)
O (1.5636, -0.7421, -0.4763)
N (-0.6205, 0.8569, -1.3084)
N (0.9546, 1.8825, 0.7924)
C (-1.0206, -0.6268, 0.9611)
C (2.9351, -0.4394, -0.4963)
C (-1.8307, -0.0045, -1.2959)
C (-2.2863, -0.2020, 0.1767)
H (3.2262, -0.0966, -1.5944)
H (-1.5730, -0.9950, -1.7383)
H (3.1413, 0.3923, 0.2229)
H (1.3097, 2.5476, 0.0787)
H (-2.6474, 0.5090, -1.9023)
H (3.6339, -1.3605, -0.3748)
H (-2.7311, 0.6521, 0.6127)
H (1.7414, 1.6632, 1.2880)
H (-1.1090, -0.3927, 2.0639)
H (-0.6559, -1.6473, 0.8024)
H (-0.2396, 1.3335, -2.2296)
H (-2.9794, -0.9962, 0.1473)

Spin multiplicity: 1
LUMO level, eV: 0.74
E, hartree: -633.9067
Total charge: 0
ΔE to the lowest compared entry with this formula, charge and spin, kcal/mol: 7.6

Need the Löwdin charges? In units of e they are: Si 0.422; O -0.311; N -0.121; N -0.024; C -0.196; C -0.231; C -0.276; C -0.244; H 0.098; H 0.111; H 0.052; H 0.062; H 0.121; H 0.094; H 0.091; H -0.030; H 0.085; H 0.069; H 0.144; H 0.084

***

> The lowest total charge belongs to which entry?

number 1

***

Copy entry 8 word for word.
Density functional theory data (ωB97M-V/def2-TZVPD) for a 3-piece molecular cluster, C4H12N2O2 overall at a distorted geometry.

Atoms and positions in Å:
O (0.3922, 1.9107, -1.3006)
O (0.6356, -2.2290, 0.4871)
N (1.6958, -3.2340, 0.0046)
N (1.2713, -0.7604, -1.1031)
C (0.5683, -1.0775, -0.0472)
C (-1.8125, 1.0024, -1.0512)
C (-0.2909, 1.1681, 1.9610)
C (-0.7448, 2.0379, -0.9002)
H (1.1539, 0.1777, -1.4850)
H (0.3795, 2.0005, 1.7739)
H (-0.0614, 0.7812, 2.9506)
H (-2.6464, 1.1987, -0.3829)
H (1.9923, -1.3803, -1.4558)
H (-1.0738, 2.9985, -0.4663)
H (-1.3130, 1.5270, 1.9977)
H (2.2752, -3.3632, 0.8304)
H (-2.1695, 1.0286, -2.0829)
H (1.1496, -4.0829, -0.1161)
H (-1.3969, 0.0128, -0.8514)
H (-0.0046, 0.2833, 1.2377)

Spin multiplicity: 1
LUMO level, eV: 0.91
E, hartree: -419.4585
Total charge: 0
ΔE to the lowest compared entry with this formula, charge and spin, kcal/mol: 119.2

Need the Löwdin charges? In units of e they are: O 0.007; O -0.097; N 0.066; N 0.126; C -0.304; C -0.058; C -0.080; C -0.320; H 0.062; H 0.013; H 0.008; H 0.075; H 0.093; H 0.120; H 0.011; H 0.068; H 0.090; H 0.067; H 0.049; H 0.002

***

> The highest ΔE to the lowest compared entry with this formula, charge and spin belongs to which entry?

number 11